Entry from the Open Molecules 2025 dataset: a 14-piece molecular cluster, C28H84O14 overall (ωB97M-V/def2-TZVPD).

Geometry as XYZ:
```
126
Properties=species:S:1:pos:R:3:forces:R:3:lowdin_charge:R:1
C 1.0175 2.9433 -6.3081 0.1 0.1 -0.1 -0.08
C 2.0313 2.1890 -5.4713 -0.2 0.0 0.2 -0.29
O 1.3424 1.3096 -4.5763 0.1 0.2 -0.1 -0.12
H 0.5411 3.7321 -5.7254 -0.1 -0.1 0.0 0.07
H 0.2499 2.2740 -6.6971 0.0 0.0 0.0 0.08
H 1.5063 3.4221 -7.1590 0.0 0.0 0.0 0.08
H 2.6190 2.9042 -4.8828 0.1 -0.1 -0.1 0.10
H 2.7174 1.6179 -6.1043 0.0 0.0 0.0 0.11
H 2.0002 0.7474 -4.1334 0.0 0.0 0.0 0.04
C 3.3377 -2.4098 -2.0935 0.2 0.4 -0.2 -0.08
C 2.8529 -1.7543 -3.3810 0.5 -0.6 0.4 -0.28
O 3.1879 -0.3640 -3.3750 -0.2 -0.2 -0.1 -0.09
H 4.4198 -2.2635 -2.0078 0.0 -0.1 0.0 0.08
H 3.1486 -3.4824 -2.0848 -0.1 0.0 0.0 0.08
H 2.8808 -1.9289 -1.2297 -0.1 -0.2 0.0 0.06
H 1.7757 -1.8710 -3.4766 -0.1 0.4 -0.1 0.10
H 3.3301 -2.2540 -4.2307 -0.2 0.1 -0.1 0.12
H 4.1459 -0.3101 -3.3071 0.0 0.2 0.0 0.10
C 1.8814 4.6489 2.4598 0.1 0.5 0.5 -0.09
C 1.6702 3.1666 2.5712 -0.3 -0.6 -0.2 -0.34
O 2.9300 2.5307 2.7403 -0.1 0.1 0.0 -0.08
H 2.6010 4.9732 3.2191 0.0 -0.1 -0.1 0.08
H 0.9677 5.2080 2.6757 -0.1 -0.1 -0.2 0.07
H 2.2706 4.9488 1.4875 0.0 0.0 0.0 0.05
H 1.1592 2.7744 1.6769 0.1 0.1 0.0 0.09
H 0.9995 2.9062 3.4054 0.1 0.2 0.1 0.11
H 2.7528 1.5782 2.7741 0.1 0.0 -0.2 0.04
C 2.7243 3.3960 -1.2300 -0.1 0.3 0.1 -0.07
C 2.6809 4.7621 -1.8973 0.5 0.1 0.4 -0.30
O 3.0623 5.7994 -0.9746 -0.2 -0.1 -0.2 -0.09
H 2.3662 2.5986 -1.8844 0.0 0.0 -0.1 0.06
H 2.1084 3.4112 -0.3304 0.0 -0.1 0.0 0.05
H 3.7471 3.1785 -0.9131 0.0 -0.1 -0.1 0.08
H 1.6811 5.0371 -2.2271 0.0 -0.1 -0.1 0.10
H 3.3723 4.7853 -2.7472 -0.2 0.0 -0.2 0.10
H 4.0174 5.7841 -0.8699 0.0 -0.1 0.0 0.08
C -0.5025 -3.8674 2.9770 0.3 0.6 -0.1 -0.09
C -1.3649 -5.0450 2.6281 -0.7 -0.2 0.1 -0.28
O -0.6872 -5.8281 1.6309 -0.1 0.0 0.1 -0.09
H -0.8238 -3.3681 3.8902 -0.1 -0.2 0.1 0.06
H -0.5213 -3.1051 2.1926 0.0 -0.1 -0.1 0.07
H 0.5419 -4.1616 3.1064 -0.1 -0.1 0.1 0.08
H -2.3524 -4.7412 2.2553 0.2 0.2 -0.2 0.11
H -1.6106 -5.6512 3.5104 0.5 -0.1 -0.1 0.12
H -1.3334 -6.4175 1.2317 0.1 -0.1 0.0 0.10
C -1.9288 -1.1397 5.3149 0.2 -0.5 -0.1 -0.08
C -1.9501 0.1172 4.5002 -0.1 0.9 0.1 -0.32
O -1.3522 1.1480 5.3108 0.0 -0.3 -0.1 -0.09
H -0.8963 -1.4260 5.5321 0.0 0.1 0.1 0.06
H -2.3759 -1.9753 4.7712 -0.1 0.1 0.0 0.06
H -2.4593 -1.0081 6.2555 0.0 0.0 0.0 0.08
H -2.9762 0.4178 4.2576 0.0 -0.2 0.0 0.11
H -1.4068 0.0235 3.5552 0.0 -0.1 0.0 0.08
H -1.4608 1.9944 4.8686 0.0 0.0 -0.1 0.08
C -1.8627 2.4764 -4.0372 0.3 0.0 0.1 -0.07
C -2.0724 0.9715 -4.0512 -0.2 0.3 0.1 -0.33
O -1.2439 0.3497 -5.0108 -0.2 -0.1 0.1 -0.09
H -0.8148 2.6789 -3.8009 0.0 0.1 0.0 0.05
H -2.4691 2.9934 -3.2897 -0.1 -0.1 0.0 0.06
H -2.0726 2.8969 -5.0211 0.0 0.0 0.0 0.08
H -3.1132 0.7532 -4.3045 0.1 -0.1 -0.1 0.10
H -1.8976 0.5566 -3.0472 0.0 0.0 0.0 0.09
H -0.3426 0.6819 -4.8584 0.1 -0.1 -0.1 0.03
C 4.8297 -2.9888 1.9319 0.5 0.2 -0.1 -0.08
C 3.4241 -3.5199 1.8422 -0.2 0.4 -0.2 -0.29
O 2.5816 -2.5086 1.2634 0.2 -0.2 0.2 -0.13
H 5.2101 -2.6869 0.9535 -0.1 -0.1 0.0 0.07
H 5.5181 -3.7367 2.3305 -0.1 0.0 0.1 0.08
H 4.8829 -2.1035 2.5697 -0.1 -0.1 0.1 0.08
H 3.0593 -3.7560 2.8474 -0.1 -0.2 -0.1 0.10
H 3.3772 -4.4108 1.2136 0.0 -0.1 0.1 0.12
H 1.8669 -2.9514 0.7710 -0.1 0.0 -0.1 0.04
C -3.4129 -1.7711 1.5983 0.4 0.3 0.1 -0.09
C -4.8897 -1.9036 1.8395 -0.3 -0.5 0.0 -0.29
O -5.2351 -3.2836 1.5942 0.1 0.3 0.0 -0.09
H -3.1306 -2.1053 0.5985 -0.1 -0.2 0.1 0.06
H -2.8572 -2.3452 2.3422 0.0 -0.1 -0.1 0.05
H -3.0647 -0.7376 1.6815 -0.1 0.0 0.1 0.07
H -5.4688 -1.2483 1.1808 0.0 0.0 0.0 0.10
H -5.1415 -1.6708 2.8797 0.1 0.2 0.0 0.11
H -6.1881 -3.3674 1.6893 0.0 0.0 0.0 0.08
C 0.4882 0.2202 -1.2634 0.3 -0.2 -0.2 -0.06
C -0.3143 -0.4254 -0.1503 -0.2 0.9 0.0 -0.29
O -0.3128 0.4120 1.0098 -0.1 -0.4 0.0 -0.09
H 1.5600 0.2433 -1.0483 0.0 0.0 0.1 0.07
H 0.1526 1.2488 -1.3912 0.0 0.0 -0.1 0.06
H 0.3651 -0.3076 -2.2150 -0.1 0.0 0.0 0.07
H 0.0359 -1.4330 0.0922 -0.1 0.0 -0.1 0.09
H -1.3601 -0.4452 -0.4723 0.0 -0.4 0.1 0.08
H 0.4881 0.1980 1.5145 0.2 0.3 0.0 0.03
C -3.9694 1.2014 -0.6958 0.6 0.1 0.2 -0.08
C -4.6149 0.0154 -1.3555 -0.8 0.2 -0.2 -0.30
O -6.0469 0.1859 -1.3181 0.2 0.0 0.2 -0.08
H -4.2977 2.1416 -1.1354 -0.1 0.0 0.0 0.08
H -2.8804 1.1536 -0.8009 -0.1 -0.1 -0.1 0.05
H -4.1583 1.1953 0.3798 -0.2 0.2 -0.1 0.08
H -4.3612 -0.8940 -0.8038 0.1 -0.1 -0.3 0.09
H -4.3200 -0.0589 -2.4025 0.3 -0.2 0.1 0.10
H -6.4201 -0.1387 -2.1406 0.0 -0.1 0.0 0.08
C -0.9452 3.7183 -0.6820 -0.2 0.3 0.3 -0.08
C -1.9844 4.8272 -0.6312 0.4 0.2 -0.3 -0.30
O -1.5200 6.0157 -1.2776 -0.1 0.0 0.0 -0.08
H -0.1390 3.9941 0.0018 0.1 -0.3 -0.1 0.06
H -0.5425 3.6039 -1.6874 0.0 0.0 0.0 0.06
H -1.3888 2.7748 -0.3606 0.2 0.0 0.1 0.06
H -2.2223 5.0586 0.4113 -0.3 -0.1 0.0 0.11
H -2.8899 4.5442 -1.1659 -0.1 0.0 0.1 0.10
H -0.8373 6.4172 -0.7314 0.1 0.0 0.0 0.08
C 2.3091 -1.1657 4.7313 -0.4 0.2 0.2 -0.05
C 1.3714 -0.5742 3.6961 -0.2 -0.9 0.1 -0.29
O 2.0229 -0.1268 2.5122 0.0 0.4 0.2 -0.12
H 2.8317 -2.0262 4.3166 0.2 0.1 0.1 0.06
H 1.6983 -1.5152 5.5711 0.1 -0.1 -0.1 0.08
H 2.9878 -0.4224 5.1473 0.2 -0.1 -0.2 0.08
H 0.7854 0.2361 4.1276 0.2 0.3 -0.2 0.10
H 0.6556 -1.3604 3.4136 0.0 0.1 0.0 0.09
H 2.3750 -0.9000 2.0330 0.0 -0.2 0.0 0.06
C -1.3957 -3.8675 -1.4301 0.1 0.0 -0.1 -0.06
C 0.0955 -4.1883 -1.3680 -0.4 0.1 0.3 -0.26
O 0.6410 -3.9634 -0.0587 0.1 -0.2 -0.3 -0.13
H -1.7262 -3.8018 -2.4690 0.0 0.0 0.0 0.08
H -1.5937 -2.9090 -0.9484 0.0 0.0 0.0 0.05
H -1.9999 -4.6350 -0.9438 0.0 0.0 0.1 0.07
H 0.6385 -3.5373 -2.0509 0.1 0.0 0.0 0.09
H 0.2633 -5.2290 -1.6607 0.1 0.1 -0.1 0.12
H 0.3671 -4.6991 0.5138 -0.2 0.0 0.0 0.06
```
Forces are in eV/Å.

Results
HOMO-LUMO gap = 9.6803 eV
HOMO = -9.32 eV
E = -59061.60727 eV
ΔE to the lowest compared entry with this formula, charge and spin = 0.167 eV